ORCA calculation (ωB97M-V with the def2-TZVPD basis set) on C50H43NO2P2ReSSeSi as an isolated structure in a non-equilibrium geometry.

```
102
Properties=species:S:1:pos:R:3:mulliken_charge:R:1
Re -0.080 0.101 -0.592 2.116
C -2.600 -2.168 1.131 -1.480
Si -0.766 -1.897 0.602 1.330
C -0.388 -3.390 -0.553 0.761
C -0.337 -4.720 -0.155 -0.764
C -0.237 -5.739 -1.088 -0.728
C -0.211 -5.448 -2.443 -1.001
C -0.227 -4.128 -2.859 0.151
C -0.292 -3.105 -1.917 -1.137
P -0.241 -1.358 -2.442 1.925
C 1.008 -1.496 -3.764 0.483
C 2.205 -2.067 -3.341 -0.299
C 3.215 -2.334 -4.239 -0.360
C 3.049 -1.997 -5.573 -0.747
C 1.872 -1.403 -5.996 -0.674
C 0.840 -1.162 -5.102 -0.709
C -1.832 -1.160 -3.323 0.310
C -2.095 0.044 -3.977 -0.452
C -3.355 0.307 -4.479 -0.792
C -4.362 -0.634 -4.343 -0.730
C -4.102 -1.844 -3.721 -0.740
C -2.846 -2.105 -3.205 -0.911
C 0.264 -1.954 2.213 0.999
C -0.016 -2.865 3.222 -0.635
C 0.742 -2.914 4.378 -0.936
C 1.804 -2.039 4.541 -1.013
C 2.090 -1.117 3.548 -0.395
C 1.318 -1.054 2.394 0.126
P 1.745 0.048 0.982 0.449
C 3.454 -0.533 0.776 0.621
C 3.586 -1.750 0.120 -0.735
C 4.837 -2.217 -0.234 -0.705
C 5.967 -1.481 0.093 -0.799
C 5.840 -0.295 0.796 -0.730
C 4.588 0.183 1.136 -0.122
C 1.913 1.793 1.459 1.662
C 2.523 2.283 2.613 -0.480
C 2.563 3.682 2.800 -0.975
C 2.321 4.537 1.773 -1.325
C 2.137 3.994 0.408 -0.474
C 1.505 2.685 0.487 -1.113
H -2.778 -3.221 1.320 0.439
H -2.837 -1.611 2.031 0.357
H -3.269 -1.849 0.339 0.292
H -0.370 -4.964 0.897 0.427
H -0.181 -6.769 -0.762 0.404
H -0.165 -6.250 -3.168 0.428
H -0.195 -3.894 -3.916 0.564
H 2.314 -2.295 -2.291 0.006
H 4.122 -2.816 -3.907 0.445
H 3.833 -2.204 -6.285 0.385
H 1.752 -1.132 -7.035 0.414
H -0.092 -0.743 -5.456 0.405
H -1.306 0.780 -4.082 0.508
H -3.559 1.251 -4.960 0.439
H -5.351 -0.418 -4.716 0.402
H -4.886 -2.582 -3.622 0.433
H -2.653 -3.040 -2.700 0.321
H -0.836 -3.555 3.096 0.375
H 0.519 -3.639 5.150 0.426
H 2.424 -2.092 5.427 0.415
H 2.940 -0.461 3.673 0.283
H 2.686 -2.305 -0.124 0.378
H 4.932 -3.150 -0.771 0.500
H 6.946 -1.835 -0.193 0.380
H 6.717 0.272 1.074 0.472
H 4.501 1.119 1.670 0.183
H 2.851 1.624 3.400 0.344
H 2.755 4.053 3.799 0.471
H 2.313 5.606 1.923 0.627
H 1.642 4.683 -0.278 0.638
H 0.855 2.403 -0.334 0.128
O -0.673 1.021 1.530 -0.150
N -1.591 1.647 2.185 -0.115
C -1.872 1.245 3.443 -0.254
C -2.795 1.894 4.218 -0.903
C -3.477 2.995 3.703 -0.324
C -3.193 3.394 2.413 -0.792
C -2.256 2.713 1.653 0.563
S -1.858 3.237 0.035 -0.336
H -1.301 0.390 3.774 0.503
H -2.977 1.536 5.218 0.439
H -4.203 3.523 4.296 0.401
H -3.691 4.238 1.961 0.457
C 4.078 0.787 -2.794 -1.548
C 3.374 1.608 -1.725 0.429
O 2.504 0.979 -1.063 0.369
C 3.772 2.963 -1.539 0.174
C 3.674 3.702 -0.239 1.724
C 4.369 5.002 -0.246 -0.909
C 4.934 5.550 -1.339 -0.703
C 4.928 4.858 -2.573 -0.951
C 4.383 3.609 -2.637 -1.010
H 3.887 -0.260 -2.572 -0.260
H 5.152 0.958 -2.779 0.415
H 3.694 0.995 -3.794 0.446
H 4.067 3.065 0.563 -0.386
H 4.382 5.541 0.691 0.479
H 5.425 6.510 -1.282 0.398
H 5.369 5.319 -3.445 0.380
H 4.400 3.092 -3.584 0.338
Se -2.052 1.408 -1.207 -0.135
```

Its charge is 0. The energy relative to the best compared isomer or geometry (same formula, charge and spin) is 166.81 kcal per mole. Its spin multiplicity is 2. As for the HOMO energy (alpha / beta): -5.19 / -5.55 eV. The LUMO energy (alpha / beta) is -0.0332 / -0.0324 Eh. The value obtained for the maximum force is 1.693 eV Å⁻¹.

---

ORCA calculation (ωB97M-V with the def2-TZVPD basis set) on C50H44IrN9OS as an isolated structure in a non-equilibrium geometry.

```
106
Properties=species:S:1:pos:R:3:mulliken_charge:R:1
Ir -0.818 0.121 -0.393 2.023
C 5.611 -2.530 -1.071 -1.549
C 4.306 -3.096 -0.486 1.664
C 4.602 -4.393 0.284 -1.801
C 3.364 -3.419 -1.648 -1.754
C 3.710 -2.071 0.470 0.808
C 4.476 -1.611 1.560 -0.074
C 3.997 -0.685 2.462 -1.058
C 2.726 -0.164 2.254 1.086
S 1.854 1.030 3.176 -0.304
C 0.551 0.934 2.050 0.102
N 0.738 0.067 1.073 0.851
C 1.953 -0.583 1.168 -1.703
C 2.436 -1.560 0.297 -0.320
C -0.664 1.698 2.073 0.597
C -1.016 2.600 3.081 -0.363
C -2.235 3.244 3.025 -1.110
C -3.114 2.978 1.981 -0.957
C -2.762 2.086 0.971 0.598
C -1.529 1.453 0.992 -0.704
H 6.038 -3.241 -1.780 0.492
H 6.354 -2.338 -0.299 0.359
H 5.418 -1.589 -1.593 0.188
H 5.016 -5.139 -0.396 0.470
H 3.689 -4.799 0.725 0.375
H 5.322 -4.228 1.084 0.348
H 3.850 -4.132 -2.314 0.523
H 3.129 -2.524 -2.229 0.257
H 2.433 -3.873 -1.301 0.285
H 5.475 -1.996 1.705 0.506
H 4.600 -0.369 3.302 0.490
H 1.794 -1.886 -0.511 -0.232
H -0.332 2.776 3.904 0.550
H -2.519 3.943 3.800 0.482
H -4.083 3.459 1.951 0.580
H -3.474 1.887 0.177 0.538
C -2.331 3.245 -2.976 -0.682
C -2.989 2.556 -3.989 -1.063
C -3.032 1.182 -3.933 -0.599
C -2.428 0.502 -2.877 0.755
N -1.808 1.188 -1.887 0.755
C -1.760 2.526 -1.950 -0.752
C -2.391 -0.947 -2.776 0.556
C -2.941 -1.804 -3.732 -0.896
C -2.782 -3.167 -3.608 -0.740
C -2.095 -3.669 -2.507 -1.147
C -1.608 -2.771 -1.582 -0.128
N -1.741 -1.451 -1.707 0.081
H -2.275 4.322 -2.994 0.552
H -3.449 3.097 -4.804 0.454
H -3.528 0.625 -4.714 0.459
H -1.244 3.033 -1.146 0.614
H -3.481 -1.398 -4.574 0.509
H -3.181 -3.840 -4.354 0.474
H -1.950 -4.731 -2.374 0.507
H -1.091 -3.122 -0.699 0.564
N -8.640 -3.482 6.186 -0.431
C -7.687 -3.283 5.575 -0.024
C -6.503 -3.034 4.810 0.393
C -6.463 -1.970 3.912 -1.177
C -5.320 -1.726 3.176 -0.497
C -4.204 -2.543 3.328 2.072
C -4.243 -3.607 4.220 -0.508
C -5.386 -3.851 4.959 -1.180
N -3.018 -2.286 2.574 0.381
C -1.827 -2.977 2.646 -0.394
C -0.972 -2.379 1.776 -1.430
N -1.626 -1.337 1.168 -0.098
C -2.842 -1.300 1.668 -0.451
H -7.330 -1.335 3.795 0.460
H -5.313 -0.893 2.489 0.325
H -3.391 -4.256 4.353 0.343
H -5.415 -4.678 5.655 0.471
H -1.665 -3.823 3.287 0.434
H 0.056 -2.624 1.564 0.599
H -3.585 -0.576 1.388 0.404
C -0.191 6.685 -0.635 -1.452
C 0.759 5.531 -0.468 0.675
C 0.946 4.929 0.774 -1.038
C 1.891 3.936 0.951 -0.287
C 2.686 3.506 -0.112 0.202
N 3.686 2.560 0.196 0.203
C 4.595 1.844 -0.553 0.010
O 5.652 1.504 -0.078 -0.613
N 4.272 1.465 -1.867 0.121
C 3.111 0.863 -2.326 -0.215
C 3.100 0.243 -3.578 -0.705
C 1.967 -0.436 -3.985 -1.294
C 0.865 -0.486 -3.148 -0.185
N 0.863 0.131 -1.966 0.311
C 1.946 0.794 -1.569 -0.126
C 2.469 4.060 -1.373 -0.230
C 1.515 5.054 -1.536 -0.876
H -0.373 7.186 0.313 0.395
H -1.160 6.352 -1.015 0.234
H 0.200 7.412 -1.346 0.404
H 0.363 5.264 1.624 0.390
H 2.048 3.506 1.935 0.580
H 3.999 2.599 1.155 0.369
H 5.108 1.198 -2.366 0.350
H 3.984 0.272 -4.203 0.531
H 1.937 -0.942 -4.939 0.504
H -0.022 -1.026 -3.441 0.272
H 1.894 1.256 -0.598 0.300
H 3.086 3.773 -2.212 0.486
H 1.388 5.500 -2.516 0.478
```

Its charge is +2. The energy relative to the best compared isomer or geometry (same formula, charge and spin) is 57.95 kcal per mole. Its spin multiplicity is 1. As for the HOMO energy: -12.69 eV. The LUMO energy is -0.2195 Eh. The value obtained for the maximum force is 3.207 eV Å⁻¹.

---

ORCA calculation (ωB97M-V with the def2-TZVPD basis set) on C50H46Cl2KN5O3P2 as an isolated structure in a non-equilibrium geometry.

```
109
Properties=species:S:1:pos:R:3:mulliken_charge:R:1
K 0.109 0.149 0.351 1.725
Cl -4.820 -1.309 6.143 -0.256
C -3.512 -0.904 5.057 0.142
C -2.455 -0.110 5.533 -0.747
C -1.417 0.218 4.712 0.508
Cl -0.114 1.189 5.341 -0.252
C -1.329 -0.205 3.335 -1.102
O -0.356 0.107 2.605 0.100
C -2.440 -1.011 2.902 1.324
C -2.511 -1.575 1.572 -0.589
O -1.715 -1.404 0.657 -0.561
C -3.499 -1.348 3.769 -0.957
H -2.465 0.237 6.557 0.460
H -3.379 -2.246 1.405 0.154
H -4.303 -1.974 3.399 0.397
C 1.591 5.534 1.008 -1.162
N 0.248 5.329 0.500 0.031
C -0.095 6.213 -0.610 -1.038
C -0.176 4.004 0.439 0.034
N 0.493 2.965 0.730 0.495
N -1.531 3.918 0.097 -0.027
C -2.228 2.773 -0.281 0.403
N -3.550 2.836 0.146 -0.596
N -1.703 1.870 -1.005 -0.578
H 1.750 6.601 1.154 0.326
H 2.364 5.156 0.327 0.411
H 1.712 5.037 1.970 0.365
H 0.216 7.223 -0.348 0.390
H -1.164 6.235 -0.801 0.347
H 0.410 5.925 -1.540 0.249
H 1.461 3.187 0.940 -0.523
H -2.098 4.694 0.391 0.337
H -3.667 3.167 1.092 0.240
H -4.089 2.004 -0.039 0.247
H -2.367 1.110 -1.144 0.133
C 6.915 -5.231 -0.438 -2.317
C 5.782 -4.477 0.256 2.337
C 5.793 -4.820 1.757 -1.748
C 5.940 -2.971 0.100 0.805
C 7.164 -2.330 -0.040 -0.247
C 7.247 -0.945 -0.119 -1.520
C 6.092 -0.186 -0.102 0.082
C 4.838 -0.784 0.013 -0.648
P 3.269 0.159 -0.139 1.607
C 3.484 0.989 -1.760 0.162
C 4.368 0.554 -2.743 -0.683
C 4.388 1.161 -3.994 -0.708
C 3.524 2.206 -4.280 -0.602
C 2.626 2.636 -3.311 -0.678
C 2.601 2.028 -2.066 -0.429
C 3.586 1.536 1.039 0.823
C 3.007 1.412 2.302 -0.354
C 3.225 2.375 3.279 -0.480
C 4.024 3.474 3.002 -0.752
C 4.587 3.621 1.739 -0.941
C 4.363 2.661 0.763 -0.153
C 4.803 -2.168 0.159 -0.642
O 3.579 -2.742 0.393 -0.496
C 3.356 -3.993 -0.143 -0.713
C 2.040 -4.306 -0.464 0.638
C 1.814 -5.549 -1.049 -0.257
C 2.855 -6.434 -1.275 -1.447
C 4.147 -6.100 -0.890 -0.225
C 4.422 -4.869 -0.307 0.170
P 0.700 -3.112 -0.016 1.254
C 0.067 -3.936 1.495 0.403
C -0.405 -5.247 1.560 -0.254
C -0.850 -5.779 2.759 -0.769
C -0.819 -5.007 3.916 -0.783
C -0.337 -3.710 3.869 -0.406
C 0.104 -3.178 2.662 -0.523
C -0.498 -3.523 -1.349 0.474
C -1.798 -3.976 -1.155 -0.303
C -2.648 -4.179 -2.235 -0.830
C -2.212 -3.928 -3.528 -0.529
C -0.921 -3.459 -3.733 -0.617
C -0.077 -3.254 -2.652 -0.816
H 7.881 -4.957 -0.014 0.511
H 6.936 -5.034 -1.510 0.417
H 6.811 -6.305 -0.285 0.524
H 6.746 -4.535 2.206 0.376
H 5.642 -5.892 1.898 0.396
H 4.996 -4.292 2.284 0.432
H 8.074 -2.913 -0.076 0.273
H 8.213 -0.466 -0.208 0.423
H 6.161 0.890 -0.200 0.377
H 5.054 -0.258 -2.539 0.358
H 5.085 0.810 -4.745 0.424
H 3.541 2.677 -5.254 0.370
H 1.931 3.438 -3.526 0.466
H 1.874 2.363 -1.332 0.443
H 2.349 0.578 2.527 0.180
H 2.754 2.265 4.247 0.383
H 4.198 4.224 3.764 0.401
H 5.198 4.486 1.513 0.421
H 4.786 2.795 -0.227 0.438
H 0.808 -5.818 -1.349 0.434
H 2.660 -7.393 -1.737 0.401
H 4.944 -6.814 -1.046 0.289
H -0.420 -5.865 0.670 0.337
H -1.220 -6.796 2.791 0.428
H -1.175 -5.421 4.851 0.394
H -0.319 -3.098 4.762 0.481
H 0.440 -2.148 2.625 0.262
H -2.166 -4.154 -0.153 0.428
H -3.657 -4.533 -2.063 0.422
H -2.875 -4.087 -4.368 0.379
H -0.571 -3.247 -4.735 0.431
H 0.927 -2.882 -2.830 0.386
```

Its charge is 0. The energy relative to the best compared isomer or geometry (same formula, charge and spin) is 6.43 kcal per mole. Its spin multiplicity is 1. As for the HOMO energy: -7.12 eV. The LUMO energy is 0.0082 Eh. The value obtained for the maximum force is 1.544 eV Å⁻¹.